# C2H2N2O3

A cluster of 2 separate species, C2H2N2O3 in total (ωB97M-V/def2-TZVPD, the Open Molecules 2025 dataset).

The geometry in XYZ format:
```
9
Properties=species:S:1:pos:R:3:forces:R:3:mulliken_charge:R:1
O 1.394 0.345 1.159 1.39 -1.08 1.78 -0.488
O 0.662 2.162 0.295 -0.12 0.78 0.25 -0.503
C 0.056 -0.559 -1.363 -1.04 -0.10 1.21 0.319
C -0.777 -0.302 -0.211 0.24 3.81 1.70 0.055
N 0.587 1.024 0.636 -2.21 -0.86 -3.06 0.668
H -0.097 -1.421 1.240 0.47 0.09 -0.44 0.384
O -0.912 -1.074 0.850 -0.76 -0.71 -0.32 -0.431
N 0.724 -0.636 -2.283 0.68 -0.22 -0.96 -0.302
H -1.636 0.462 -0.323 1.36 -1.71 -0.15 0.296
```
Positions in Å, forces in eV/Å.

For the electronic energy, the calculation gives -11223.83620 eV. For the strongest force on any atom, the calculation gives 4.2 eV Å⁻¹. The calculation puts the frontier orbital gap (spin up / spin down) at 0.3128 / 0.3128 Ha. The value obtained for the lowest unoccupied orbital energy (spin up / spin down) is -0.046 / -0.046 Ha. The energy relative to the best compared isomer or geometry (same formula, charge and spin) is 114.59 kcal per mole. Its net charge is 0.